Entry 1:
Entry from OMol25: C5H7NO in the gas phase in a non-equilibrium geometry (ωB97M-V/def2-TZVPD).

Each line ends with the natural charge from an NBO analysis.
CARTESIAN COORDINATES (ANGSTROEM)
C: 1.08947 0.16797 0.49477  -0.6378
C: -0.12115 -0.46566 -0.07363  -0.0052
C: -0.94335 0.43332 -1.01384  -0.6379
C: -0.65678 -1.61776 0.25880  -0.0177
N: -0.03548 -2.55215 1.26444  -0.5763
C: 0.47236 -3.21515 2.12778  0.8526
O: 0.78749 -3.97296 2.94733  -0.5394
H: 1.15924 1.19456 0.00679  0.2207
H: 2.01190 -0.49135 0.21767  0.2329
H: 0.99464 0.21249 1.51191  0.2292
H: -0.13913 0.98764 -1.66207  0.2044
H: -1.46913 1.31190 -0.61915  0.2255
H: -1.74493 0.14083 -1.58195  0.2245
H: -1.56132 -2.05349 -0.28469  0.2246

Force components x, y, z for each atom (eV/Å):
1.71 -0.30 -3.73
-2.15 1.26 -0.65
3.70 2.72 -0.02
0.06 -3.33 1.14
-0.13 1.14 -0.97
-2.40 1.52 -2.56
1.08 -0.67 1.16
0.39 -1.30 0.98
-1.42 1.37 0.56
0.09 0.36 2.70
-1.60 -1.20 0.54
0.64 -0.02 1.33
-1.38 -2.15 -1.73
1.42 0.60 1.23

Output
SMILES = CC(C)=CN=C=O
HOMO energy = -9.109 eV
lowest unoccupied orbital energy = 0.76 eV
frontier orbital gap = 9.9 eV
electronic energy = -8834.3106 eV
molar mass = 97.12 g mol⁻¹
spin multiplicity = 1
energy above the lowest of the compared OMol25 structures with the same formula, charge and spin = 1.892 eV

=====

Entry 2:
Entry from OMol25: a molecular structure, C3H2HgLiO3 in a non-equilibrium geometry (ωB97M-V/def2-TZVPD).

Each line ends with the Löwdin spin population.
CARTESIAN COORDINATES (ANGSTROEM)
O: -0.02417 1.71441 1.65390  0.0488
O: 0.72170 0.25599 -0.62978  0.0256
C: 1.34986 -0.93781 -0.64812  0.0119
C: -0.62761 0.36908 -0.18200  0.1616
O: 0.66746 -1.93389 -0.30171  0.1048
C: -0.88861 1.10554 0.98660  0.0238
Li: 3.31244 -0.85905 -1.35590  0.0070
H: -1.96497 1.31411 1.18793  -0.0012
H: -1.31736 0.70749 -1.00916  -0.0024
Hg: -1.22875 -1.73588 0.29824  0.6202

Force components x, y, z for each atom (eV/Å):
-1.30 -1.45 -0.38
0.09 0.73 0.12
-0.45 -0.50 -0.02
-1.05 -0.33 -1.93
5.08 -0.38 -1.52
1.65 3.18 1.36
-0.43 0.02 0.22
0.24 -0.42 -0.03
0.74 -0.62 0.71
-4.57 -0.22 1.47

Output
HOMO energy (spin up / spin down) = -6.495 / -7.655 eV
lowest unoccupied orbital energy (spin up / spin down) = -1.38 / -1.41 eV
frontier orbital gap (spin up / spin down) = 5.1 / 6.2 eV
<S²> = 0.756
electronic energy = -13661.7053 eV
molar mass = 293.58 g mol⁻¹
spin multiplicity = 2
energy above the lowest of the compared OMol25 structures with the same formula, charge and spin = 0.000 eV